{
  "formula": "C5H8N2O",
  "method": "ωB97M-V with the def2-TZVPD basis set",
  "homo_ev": -8.5,
  "total_charge": 0,
  "e_lumo_ev": -0.07,
  "species": ["C", "C", "C", "C", "C", "H", "H", "H", "H", "H", "H", "H", "H", "N", "N", "O"],
  "coordinates": [[-1.885, -0.877, 0.943], [-1.950, -0.837, -0.473], [-0.090, 0.736, -0.479], [0.006, 2.000, 0.066], [2.095, -0.143, 0.095], [-2.236, -1.796, 1.327], [-1.210, -0.112, 1.497], [-2.697, -1.271, -1.240], [0.935, 2.289, 0.584], [-0.839, 2.784, 0.460], [0.064, -1.289, -0.981], [2.310, 0.897, 0.716], [2.755, -1.588, -0.749], [0.868, -0.199, -0.681], [3.125, -0.857, -0.075], [-1.251, 0.264, -1.009]]
}

---

{
  "formula": "C43H47N5O4P2PdSSi2",
  "method": "ωB97M-V with the def2-TZVPD basis set",
  "homo_ev": -0.9,
  "total_charge": -2,
  "e_lumo_ev": 2.49,
  "species": ["Pd", "C", "Si", "C", "C", "N", "P", "C", "P", "N", "Si", "C", "C", "C", "C", "C", "C", "C", "C", "C", "C", "C", "C", "C", "C", "C", "C", "C", "C", "C", "C", "C", "C", "C", "C", "C", "C", "C", "H", "H", "H", "H", "H", "H", "H", "H", "H", "H", "H", "H", "H", "H", "H", "H", "H", "H", "H", "H", "H", "H", "H", "H", "H", "H", "H", "H", "H", "H", "H", "H", "H", "H", "H", "H", "H", "H", "O", "C", "O", "C", "C", "C", "C", "C", "C", "N", "O", "O", "H", "H", "H", "H", "C", "C", "C", "C", "N", "C", "S", "N", "H", "H", "H", "H", "H"],
  "coordinates": [[0.245, -1.071, -0.583], [-1.465, 2.575, -2.249], [0.234, 2.459, -1.380], [1.713, 2.191, -2.576], [0.588, 4.249, -0.774], [0.183, 1.253, -0.125], [0.202, 1.733, 1.410], [-0.339, 0.696, 2.691], [0.311, -0.854, 2.329], [-0.441, -1.680, 1.166], [-2.137, -2.006, 1.194], [-3.068, -1.208, -0.267], [-2.338, -3.923, 1.172], [-3.036, -1.384, 2.770], [0.037, -1.838, 3.836], [0.239, -3.211, 3.779], [-0.072, -4.003, 4.868], [-0.590, -3.429, 6.020], [-0.804, -2.060, 6.073], [-0.493, -1.266, 4.983], [2.132, -0.934, 2.132], [2.827, -0.974, 3.342], [4.199, -0.832, 3.387], [4.911, -0.630, 2.215], [4.229, -0.558, 1.012], [2.851, -0.682, 0.963], [1.850, 2.379, 1.886], [2.058, 2.766, 3.206], [3.321, 3.107, 3.649], [4.404, 3.023, 2.785], [4.210, 2.607, 1.478], [2.939, 2.292, 1.030], [-0.923, 3.152, 1.674], [-0.640, 4.397, 2.215], [-1.660, 5.313, 2.416], [-2.963, 4.993, 2.072], [-3.252, 3.752, 1.523], [-2.234, 2.839, 1.335], [-1.376, 3.111, -3.189], [-2.205, 3.084, -1.637], [-1.830, 1.577, -2.464], [1.378, 2.279, -3.604], [2.143, 1.201, -2.477], [2.499, 2.928, -2.425], [0.964, 4.849, -1.596], [1.331, 4.268, 0.017], [-0.308, 4.733, -0.402], [-2.539, -1.412, -1.195], [-3.116, -0.127, -0.164], [-4.082, -1.589, -0.352], [-1.770, -4.373, 0.366], [-3.379, -4.205, 1.043], [-1.991, -4.362, 2.102], [-2.763, -0.354, 2.977], [-2.769, -1.978, 3.637], [-4.114, -1.433, 2.647], [0.631, -3.628, 2.863], [0.096, -5.071, 4.823], [-0.835, -4.053, 6.871], [-1.208, -1.616, 6.974], [-0.665, -0.198, 4.990], [2.271, -1.122, 4.259], [4.715, -0.882, 4.339], [5.988, -0.511, 2.245], [4.771, -0.391, 0.091], [2.346, -0.589, -0.013], [1.212, 2.787, 3.879], [3.469, 3.429, 4.674], [5.399, 3.259, 3.141], [5.053, 2.512, 0.807], [2.777, 1.986, 0.007], [0.374, 4.664, 2.478], [-1.440, 6.288, 2.837], [-3.753, 5.718, 2.222], [-4.270, 3.505, 1.248], [-2.423, 1.852, 0.930], [0.987, -0.733, -2.485], [-0.077, -0.429, -3.108], [-1.183, -0.366, -2.524], [-0.031, -0.091, -4.550], [-1.211, 0.370, -5.155], [-1.234, 0.803, -6.453], [-0.054, 0.778, -7.221], [1.127, 0.284, -6.631], [1.134, -0.139, -5.324], [-0.066, 1.228, -8.532], [0.988, 1.173, -9.218], [-1.136, 1.688, -9.009], [-2.113, 0.382, -4.562], [-2.137, 1.183, -6.910], [2.024, 0.266, -7.230], [2.042, -0.512, -4.871], [-2.632, -3.020, -3.322], [-1.610, -3.862, -2.626], [-1.619, -5.252, -2.790], [-0.663, -5.962, -2.085], [0.282, -5.377, -1.380], [0.246, -4.039, -1.306], [1.489, -3.239, -0.482], [-0.722, -3.270, -1.850], [-2.711, -3.317, -4.368], [-2.335, -1.977, -3.268], [-3.602, -3.156, -2.842], [-2.354, -5.730, -3.420], [-0.635, -7.049, -2.086]]
}

---

{
  "formula": "C3H15F3HfO13S2",
  "method": "ωB97M-V with the def2-TZVPD basis set",
  "homo_ev": -9.6,
  "total_charge": 0,
  "e_lumo_ev": -0.72,
  "species": ["Hf", "C", "C", "O", "H", "H", "H", "H", "H", "S", "O", "O", "O", "O", "C", "F", "F", "F", "S", "O", "O", "O", "O", "H", "H", "O", "H", "H", "O", "H", "H", "O", "H", "H", "O", "H", "H"],
  "coordinates": [[14.152, 19.222, 22.154], [14.290, 21.679, 18.305], [15.085, 21.090, 19.455], [14.387, 20.095, 20.140], [13.909, 20.891, 17.650], [14.937, 22.295, 17.678], [13.455, 22.267, 18.686], [15.347, 21.886, 20.170], [16.056, 20.712, 19.088], [12.305, 18.499, 24.364], [13.313, 19.623, 24.162], [10.955, 18.973, 24.197], [12.752, 17.700, 23.120], [12.551, 17.714, 25.540], [16.719, 22.201, 24.741], [16.228, 21.205, 25.488], [16.007, 23.298, 24.986], [17.979, 22.431, 25.085], [16.636, 21.747, 22.939], [17.916, 21.156, 22.664], [15.543, 20.750, 22.911], [16.289, 22.949, 22.245], [13.085, 21.400, 22.242], [12.834, 21.838, 23.064], [13.050, 22.057, 21.539], [14.139, 17.134, 21.109], [14.196, 16.823, 20.199], [13.590, 16.503, 21.603], [16.351, 18.703, 21.457], [17.022, 19.248, 21.025], [16.621, 17.784, 21.351], [12.039, 19.048, 21.040], [11.303, 18.601, 21.485], [11.666, 19.707, 20.444], [15.376, 17.785, 23.655], [16.291, 17.904, 23.937], [15.061, 16.960, 24.046]]
}

---

{
  "formula": "C7H16BBr6Na3O3",
  "method": "ωB97M-V with the def2-TZVPD basis set",
  "homo_ev": -5.7,
  "total_charge": 0,
  "e_lumo_ev": -1.90,
  "species": ["Na", "Na", "Na", "C", "O", "O", "O", "B", "H", "H", "H", "H", "Br", "C", "C", "Br", "H", "H", "H", "H", "Br", "C", "C", "Br", "H", "H", "H", "H", "Br", "C", "C", "Br", "H", "H", "H", "H"],
  "coordinates": [[3.419, 0.448, -1.389], [2.521, -1.480, 2.213], [1.830, -2.997, -0.867], [5.327, -1.829, -1.167], [6.217, -2.627, -0.720], [4.062, -2.184, -1.167], [5.616, -0.635, -1.520], [1.114, -0.369, 0.021], [2.030, -1.002, -0.091], [0.205, -1.033, -0.295], [0.969, -0.075, 1.127], [1.166, 0.559, -0.645], [-0.205, 0.086, -3.437], [-1.845, -0.490, -2.515], [-3.018, 0.141, -3.219], [-4.751, -0.466, -2.480], [-1.684, -0.243, -1.470], [-1.827, -1.574, -2.586], [-2.972, -0.149, -4.265], [-2.997, 1.225, -3.164], [-3.204, -2.505, 1.944], [-1.865, -1.997, 3.233], [-1.365, -0.566, 2.972], [0.051, -0.244, 4.289], [-0.972, -2.612, 3.114], [-2.230, -2.141, 4.243], [-2.211, 0.105, 3.116], [-1.005, -0.431, 1.956], [-0.126, 4.304, 2.230], [-0.137, 2.766, 1.010], [-0.186, 3.206, -0.443], [-1.962, 4.076, -0.714], [-1.043, 2.240, 1.290], [0.744, 2.197, 1.279], [-0.227, 2.367, -1.131], [0.562, 3.926, -0.754]]
}

---

{
  "formula": "C3H7ClN",
  "method": "ωB97M-V with the def2-TZVPD basis set",
  "homo_ev": [-15.9, -15.4],
  "total_charge": 1,
  "e_lumo_ev": [-6.37, -7.68],
  "species": ["C", "C", "C", "N", "Cl", "H", "H", "H", "H", "H", "H", "H"],
  "coordinates": [[1.102, -1.389, -0.140], [-1.005, -0.437, 0.262], [0.814, 0.970, -0.127], [0.399, -0.373, -0.038], [4.091, -0.035, -0.548], [1.317, -2.419, 0.085], [-1.346, 0.201, -0.502], [-1.367, -0.063, 1.156], [-1.357, -1.479, 0.031], [0.398, 1.267, -1.054], [1.954, 0.865, -0.205], [0.634, 1.750, 0.612]]
}

---

{
  "formula": "C38H41N6PdSeSi",
  "method": "ωB97M-V with the def2-TZVPD basis set",
  "homo_ev": -3.5,
  "total_charge": -1,
  "e_lumo_ev": 2.43,
  "species": ["Pd", "C", "Si", "C", "N", "C", "C", "C", "C", "C", "C", "C", "C", "C", "C", "C", "C", "C", "C", "C", "C", "C", "H", "H", "H", "H", "H", "H", "H", "H", "H", "H", "H", "H", "H", "H", "H", "H", "H", "H", "H", "H", "H", "H", "H", "H", "C", "N", "C", "Se", "N", "C", "C", "C", "C", "C", "C", "H", "H", "H", "H", "H", "H", "H", "H", "C", "C", "N", "C", "C", "C", "C", "C", "C", "C", "C", "N", "C", "N", "H", "H", "H", "H", "H", "H", "H", "H", "H"],
  "coordinates": [[0.624, 1.348, 0.601], [0.325, -0.332, 2.119], [-1.189, -1.034, 2.807], [-1.926, -2.328, 1.555], [-2.229, -1.709, 0.230], [-2.872, -2.689, -0.624], [-4.243, -2.322, -0.997], [-4.413, -0.915, -1.583], [-3.306, 0.040, -1.100], [-2.818, -0.390, 0.314], [-2.568, 0.175, 3.255], [-2.482, 1.554, 3.127], [-3.632, 2.339, 3.304], [-4.824, 1.794, 3.629], [-4.860, 0.441, 3.926], [-3.788, -0.395, 3.661], [-0.876, -2.115, 4.366], [-1.434, -1.798, 5.602], [-1.365, -2.595, 6.711], [-0.755, -3.864, 6.666], [-0.097, -4.202, 5.476], [-0.141, -3.354, 4.377], [0.787, -1.239, 1.682], [1.037, -0.217, 3.016], [-2.872, -2.752, 1.982], [-1.208, -3.171, 1.509], [-2.856, -3.660, -0.100], [-2.328, -2.769, -1.593], [-4.840, -2.348, -0.095], [-4.670, -3.008, -1.718], [-5.411, -0.537, -1.318], [-4.467, -1.005, -2.699], [-3.578, 1.156, -1.059], [-2.403, 0.028, -1.693], [-3.717, -0.409, 0.930], [-2.057, 0.239, 0.766], [-1.513, 1.993, 2.900], [-3.492, 3.379, 3.229], [-5.661, 2.474, 3.767], [-5.801, -0.024, 4.141], [-3.939, -1.471, 3.765], [-1.956, -0.804, 5.700], [-1.886, -2.330, 7.656], [-0.755, -4.477, 7.526], [0.419, -5.121, 5.417], [0.340, -3.700, 3.511], [2.993, 3.911, 0.050], [2.381, 3.229, -1.035], [1.020, 2.805, -0.777], [-0.242, 3.589, 0.494], [0.636, 2.507, -2.137], [1.478, 3.087, -3.035], [1.381, 3.312, -4.394], [2.372, 3.980, -5.081], [3.522, 4.331, -4.307], [3.672, 4.161, -2.946], [2.647, 3.505, -2.293], [2.931, 3.281, 0.929], [2.410, 4.789, 0.242], [3.974, 4.263, -0.115], [-0.387, 2.445, -2.306], [0.494, 3.053, -4.904], [2.271, 4.054, -6.124], [4.353, 4.804, -4.813], [4.629, 4.552, -2.531], [4.593, -0.072, -0.041], [3.264, -0.180, 0.383], [2.238, -0.002, -0.440], [2.451, 0.179, -1.716], [3.702, 0.474, -2.211], [4.821, 0.310, -1.371], [3.882, 0.798, -3.683], [3.601, -0.085, -4.632], [2.885, -1.318, -4.207], [1.512, -1.346, -4.479], [0.810, -2.394, -3.947], [1.392, -3.380, -3.253], [2.729, -3.277, -3.063], [3.490, -2.307, -3.507], [5.387, -0.186, 0.704], [2.994, -0.335, 1.397], [1.608, 0.269, -2.414], [5.776, 0.622, -1.731], [4.319, 1.730, -4.007], [3.753, 0.172, -5.644], [1.021, -0.540, -5.054], [-0.263, -2.573, -4.147], [3.198, -4.093, -2.498]]
}

---

Respective ΔE to the lowest compared entry with this formula, charge and spin values: 593.8 165.9 0.0 297.7 528.2 6.0 kJ/mol.
Respective total energy values: -379.86201 -4029.36473 -2245.66548 -16457.88305 -632.97804 -4619.94468 a.u..